C4H8NO3 | ωB97M-V/def2-TZVPD

Structure (ORCA input):
```
! RIJCOSX wB97M-V def2-TZVPD def2/J DEFGRID3
* xyz -1 1
C -2.242 -0.946 0.702
C -1.466 -0.103 1.672
O -1.986 0.304 2.710
N -0.166 0.123 1.409
H 0.407 0.675 2.030
H 0.314 -0.188 0.583
H -2.297 -0.684 -0.353
H -3.252 -0.970 1.116
H -1.878 -1.978 0.707
C 1.751 1.128 -1.842
C 1.949 -0.219 -1.061
O 1.193 -1.144 -1.479
O 2.706 -0.188 -0.073
H 2.688 1.680 -1.790
H 0.868 1.671 -1.491
H 1.412 0.840 -2.839
*
```

Results
- Relative energy (zero: lowest compared OMol25 entry of this formula, charge and spin): 0.514 eV
- E_tot: -437.7866 Eh
- E_HOMO: -4.47 eV

***

C4H8NO3 | ωB97M-V/def2-TZVPD

Structure (ORCA input):
```
! RIJCOSX wB97M-V def2-TZVPD def2/J DEFGRID3
* xyz -1 1
C 0.341 1.080 -2.407
C 1.615 1.083 -1.633
O 2.550 1.845 -2.025
N 1.724 0.381 -0.476
H 2.249 0.652 0.395
H 0.893 -0.223 -0.241
H -0.434 1.736 -2.107
H -0.038 0.046 -2.386
H 0.738 1.252 -3.464
C -1.889 -0.774 2.314
C -0.725 -1.668 1.653
O -0.311 -2.538 2.385
O -0.183 -1.082 0.713
H -2.655 -1.462 2.423
H -2.394 -0.159 1.678
H -1.480 -0.168 3.177
*
```

Results
- Relative energy (zero: lowest compared OMol25 entry of this formula, charge and spin): 1.604 eV
- E_tot: -437.7465 Eh
- E_HOMO: -4.46 eV

***

| no. | strongest force on any atom (hartree/bohr) |
| --- | --- |
| 1 | 0.029 |
| 2 | 0.089 |